77
Properties=species:S:1:pos:R:3:lowdin_charge:R:1 method="wB97M-V/def2-TZVPD" orbital_gap_ev=5.66 homo_energy_ev=-16.31 total_charge=+3
Au 0.3678 -0.2342 1.0326 1.009
C -0.1672 -1.5356 3.6145 -0.122
C -1.2135 -0.4521 3.4576 -0.133
N -0.6603 0.6797 2.6646 -0.153
C 0.1635 1.7134 3.3641 -0.221
C 1.5286 1.2818 3.8774 -0.398
S 2.6306 0.5210 2.6238 0.915
C 2.8226 -1.1626 3.2868 -0.421
C 1.9747 -2.2531 2.6236 -0.227
N 0.5671 -1.8329 2.3184 -0.172
H 0.5845 -1.2362 4.3352 0.101
H -0.6053 -2.4652 3.9788 0.155
H -2.0880 -0.8192 2.9195 0.137
H -1.5522 -0.1107 4.4382 0.151
H -1.4304 1.2065 2.2428 0.109
H 0.2847 2.5152 2.6347 0.103
H -0.4324 2.1117 4.1902 0.141
H 2.0402 2.1789 4.2256 0.100
H 1.4712 0.6177 4.7373 0.083
H 3.8710 -1.4363 3.1634 0.098
H 2.6640 -1.1237 4.3627 0.087
H 2.4291 -2.5738 1.6894 0.068
H 1.9234 -3.1281 3.2762 0.152
H 0.1107 -2.6230 1.8650 0.125
O -0.2111 1.4742 0.0851 -0.679
S -0.8682 1.7325 -1.3333 1.061
C -2.3125 0.6583 -1.3446 -0.289
C -3.1108 0.8497 -2.6123 -0.298
C -4.5005 0.8086 -2.5264 -0.045
C -5.2724 0.9630 -3.6675 -0.036
C -4.6621 1.1757 -4.8969 -0.037
C -3.2793 1.2289 -4.9850 -0.044
C -2.5011 1.0554 -3.8479 -0.068
C -1.6154 3.3629 -1.0089 -0.222
C -2.4272 3.4169 0.2439 -0.283
C -1.8113 3.7440 1.4526 -0.069
C -2.5557 3.7976 2.6229 -0.073
C -3.9204 3.5294 2.5920 -0.045
C -4.5425 3.2345 1.3867 -0.034
C -3.8005 3.1864 0.2137 -0.032
H -2.8958 0.9142 -0.4572 0.088
H -1.9164 -0.3536 -1.2200 0.085
H -4.9830 0.6555 -1.5679 0.120
H -6.3508 0.9243 -3.5955 0.123
H -5.2662 1.2960 -5.7857 0.124
H -2.8025 1.3988 -5.9407 0.121
H -1.4212 1.0785 -3.9530 0.095
H -2.1885 3.5484 -1.9229 0.123
H -0.7619 4.0417 -1.0087 0.116
H -0.7640 4.0267 1.4591 0.118
H -2.0893 4.1101 3.5491 0.116
H -4.5064 3.6004 3.4986 0.121
H -5.6119 3.0745 1.3528 0.124
H -4.2978 2.9963 -0.7298 0.118
C 1.1961 -0.7713 -2.5521 -0.229
As 1.6106 -1.3669 -0.7720 1.150
C 1.1345 -3.2378 -0.7996 -0.225
C 3.5409 -1.1439 -0.5125 -0.265
C 4.2228 -2.1009 -1.4449 -0.335
C 4.5507 -1.7068 -2.7412 -0.054
C 5.1532 -2.6068 -3.6077 -0.038
C 5.4301 -3.9001 -3.1842 -0.033
C 5.1164 -4.2946 -1.8888 -0.041
C 4.5174 -3.3966 -1.0204 -0.061
H 1.8700 -1.3361 -3.1998 0.053
H 1.3949 0.2897 -2.6703 0.040
H 0.1686 -1.0174 -2.8066 0.043
H 1.6410 -3.6681 -1.6646 0.063
H 0.0565 -3.3285 -0.9274 0.052
H 1.4727 -3.7745 0.0841 0.037
H 3.7594 -1.3423 0.5348 0.052
H 3.7536 -0.0945 -0.7193 0.100
H 4.3701 -0.6877 -3.0662 0.122
H 5.4265 -2.2930 -4.6059 0.123
H 5.9121 -4.5960 -3.8573 0.125
H 5.3589 -5.2936 -1.5528 0.122
H 4.3057 -3.7012 0.0002 0.113